{"formula": "C4H3F", "method": "ωB97M-V/def2-TZVPD", "symbols": ["F", "C", "C", "C", "C", "H", "H", "H"], "coordinates": [[-3.5215, -0.1010, -0.0951], [-1.3088, 0.4496, 0.0589], [0.0698, -0.0597, 0.0337], [-2.2723, -0.4433, 0.1263], [0.3340, -1.3138, -0.0559], [-1.5591, 1.4630, -0.0521], [0.9953, 0.6538, -0.1737], [1.1994, -2.0487, -0.1746]], "forces_ev_per_a": [[-0.4, -0.6, 0.3], [1.5, -1.4, 0.3], [1.7, 2.6, -1.0], [-0.7, 0.7, -0.5], [1.7, -2.9, 0.0], [-0.2, 1.3, -0.1], [-2.0, -1.0, 0.7], [-1.5, 1.4, 0.2]], "e_above_lowest_ev": 3.899, "lumo_ev": [-0.98, -0.11], "orbital_gap_ev": [8.0, 9.0]}